Entry 1:
{
  "formula": "C5H19NO6",
  "method": "ωB97M-V/def2-TZVPD",
  "symbols": ["O", "C", "N", "C", "C", "C", "O", "C", "H", "H", "H", "H", "H", "H", "H", "H", "H", "H", "H", "H", "H", "O", "H", "H", "O", "H", "H", "O", "H", "H", "O"],
  "coordinates": [[0.795, -1.567, 0.645], [-0.315, -1.307, 0.162], [-1.134, -0.340, 0.824], [-2.162, 0.420, 0.112], [-1.699, 1.584, -0.906], [-2.837, 2.469, -1.341], [-1.124, 0.888, -2.058], [-0.835, -2.197, -0.979], [-0.620, 0.304, 1.494], [-2.663, -0.312, -0.626], [-2.932, 0.821, 0.794], [-0.746, 2.094, -0.626], [-3.273, 3.056, -0.535], [-2.686, 3.105, -2.227], [-3.693, 1.872, -1.748], [-1.820, 0.345, -2.462], [-1.500, -1.712, -1.647], [-1.402, -3.065, -0.738], [-0.084, -2.801, -1.544], [2.505, -2.075, 2.450], [1.927, -0.956, 3.208], [2.181, -1.897, 3.265], [-0.100, 3.068, 1.507], [1.170, 2.718, 2.013], [0.583, 2.425, 1.409], [1.528, -0.579, -2.339], [2.690, -1.287, -2.577], [2.122, -1.041, -1.860], [2.235, 0.102, 0.295], [3.629, 0.215, 0.037], [3.050, 0.148, 0.752]],
  "relative_energy_kcal_mol": 65.3,
  "smiles": "CC(=O)NC[C@H](C)O.O.O.O.O",
  "homo_energy_ev": -9.3859,
  "total_energy_ha": -708.04668,
  "homo_lumo_gap_ev": 9.773
}

---

Entry 2:
{
  "formula": "C8H11N4",
  "method": "ωB97M-V/def2-TZVPD",
  "symbols": ["C", "C", "C", "C", "C", "C", "C", "C", "N", "N", "N", "N", "H", "H", "H", "H", "H", "H", "H", "H", "H", "H", "H"],
  "coordinates": [[1.602, -0.620, 1.924], [0.358, -0.128, 1.532], [-0.137, -1.180, 0.740], [-0.467, -0.081, -1.886], [-1.409, -1.226, -0.048], [-1.030, -1.284, -1.512], [0.260, 2.259, -2.473], [-0.483, 0.986, 1.920], [0.736, -2.169, 0.639], [-0.169, 0.992, -2.148], [1.787, -1.776, 1.252], [-0.165, 1.900, 2.704], [2.407, -0.192, 2.466], [-1.936, -2.150, 0.297], [-1.982, -0.280, 0.302], [-1.959, -1.375, -2.154], [-0.314, -2.101, -1.578], [1.228, 2.457, -2.037], [0.319, 2.424, -3.593], [-1.598, 0.954, 1.495], [2.679, -2.255, 1.065], [0.738, 1.955, 3.154], [-0.465, 2.890, -2.060]],
  "total_charge": 1,
  "relative_energy_kcal_mol": 60.8,
  "smiles": "[H]/N=C\\c1c[nH]nc1CCC#[N+]C",
  "homo_energy_ev": -12.6372,
  "total_energy_ha": -530.12518,
  "homo_lumo_gap_ev": 9.261
}

---

Entry 3:
{
  "formula": "CEuF3MgNO4S3",
  "method": "ωB97M-V/def2-TZVPD",
  "symbols": ["Mg", "N", "S", "O", "C", "F", "F", "F", "Eu", "S", "O", "S", "O", "O"],
  "coordinates": [[2.659, -4.113, 6.391], [1.048, -3.349, 7.210], [0.126, -2.414, 6.525], [0.106, -2.231, 5.003], [-1.564, -3.200, 6.427], [-1.942, -3.609, 7.624], [-1.438, -4.223, 5.579], [-2.441, -2.339, 5.936], [1.739, -2.279, 3.509], [4.567, -2.001, 5.122], [3.329, -3.118, 4.719], [2.619, -0.057, 5.212], [2.153, -0.340, 3.691], [0.189, -0.916, 6.936]],
  "s2": 15.88,
  "spin_multiplicity": 8,
  "relative_energy_kcal_mol": 71.0,
  "homo_energy_ev": [-6.3985, -7.3559],
  "total_energy_ha": -2798.28465,
  "homo_lumo_gap_ev": [4.093, 5.044]
}

---

Entry 4:
{
  "formula": "C9H10O2",
  "method": "ωB97M-V/def2-TZVPD",
  "symbols": ["C", "C", "C", "C", "C", "C", "C", "C", "C", "H", "H", "H", "H", "H", "H", "H", "H", "H", "H", "O", "O"],
  "coordinates": [[1.290, 0.634, -0.129], [2.277, -0.209, -0.791], [3.403, -0.421, -0.265], [-0.120, 0.066, -0.241], [-0.475, -1.224, 0.053], [-1.788, -1.594, 0.168], [-2.833, -0.747, -0.006], [-2.470, 0.623, -0.172], [-1.113, 0.991, -0.205], [0.903, 0.119, 1.879], [1.242, 1.643, -0.567], [2.043, -0.667, -1.745], [4.087, -0.958, -0.793], [3.568, -0.123, 0.807], [0.329, -1.881, 0.282], [-2.219, -2.561, 0.465], [-3.913, -0.938, 0.150], [-3.138, 1.378, -0.227], [-1.647, 2.730, 0.283], [1.536, 0.806, 1.367], [-0.960, 2.331, -0.315]],
  "relative_energy_kcal_mol": 61.2,
  "smiles": "C=C[C@H](O)c1ccccc1O",
  "homo_energy_ev": -8.9082,
  "total_energy_ha": -499.33427,
  "homo_lumo_gap_ev": 9.591
}

---

Entry 5:
{
  "formula": "C3H4N3O2",
  "method": "ωB97M-V/def2-TZVPD",
  "symbols": ["C", "C", "C", "N", "N", "N", "O", "O", "H", "H", "H", "H"],
  "coordinates": [[-0.125, 0.778, 0.272], [-2.623, -0.809, 0.772], [-1.212, -0.734, -1.398], [-0.192, -0.254, -0.504], [-2.361, -0.578, -0.848], [1.022, 0.840, 0.954], [-3.566, -1.548, 0.923], [-0.885, -1.224, -2.445], [0.525, -0.910, -0.569], [-3.160, -1.054, -1.369], [1.096, 1.282, 1.788], [1.585, 0.033, 0.871]],
  "total_charge": -1,
  "relative_energy_kcal_mol": 53.0,
  "homo_energy_ev": -2.7896,
  "total_energy_ha": -431.42976,
  "homo_lumo_gap_ev": 6.918
}

---

Entry 6:
{
  "formula": "C8H16BNO3",
  "method": "ωB97M-V/def2-TZVPD",
  "symbols": ["B", "C", "C", "C", "C", "C", "C", "C", "C", "N", "O", "O", "O", "H", "H", "H", "H", "H", "H", "H", "H", "H", "H", "H", "H", "H", "H", "H", "H"],
  "coordinates": [[3.302, 0.195, -0.641], [-1.758, 2.984, 0.729], [1.153, -0.270, 1.499], [0.707, -0.781, 0.145], [2.640, -0.431, 1.684], [-1.204, 0.784, -0.250], [-0.863, -0.701, 0.192], [-1.346, -1.443, -2.311], [-1.486, -1.726, -0.834], [-1.702, 1.665, 0.661], [-1.525, 3.719, -0.402], [3.270, 0.369, 0.734], [3.352, 0.153, -1.838], [-2.235, 3.404, 1.628], [1.066, 0.826, 1.351], [0.613, -0.768, 2.330], [1.211, -0.284, -0.653], [0.910, -1.794, 0.260], [2.927, -0.335, 2.727], [2.822, -1.546, 1.471], [-0.628, 1.139, -1.075], [-1.202, -0.973, 1.170], [-0.540, -0.844, -2.603], [-2.132, -0.955, -2.829], [-1.105, -2.412, -2.773], [-1.135, -2.748, -0.741], [-2.548, -1.741, -0.481], [-1.976, 1.093, 1.568], [-0.588, 3.419, -0.715]],
  "relative_energy_kcal_mol": 38.7,
  "homo_energy_ev": -6.4923,
  "total_energy_ha": -619.67328,
  "homo_lumo_gap_ev": 6.947
}

---

Entry 7:
{
  "formula": "C6H16NO",
  "method": "ωB97M-V/def2-TZVPD",
  "symbols": ["C", "C", "C", "N", "H", "H", "H", "H", "H", "H", "H", "H", "H", "H", "C", "O", "C", "C", "H", "H", "H", "H", "H", "H"],
  "coordinates": [[-0.300, 0.369, 3.097], [0.294, -0.318, 1.889], [-0.632, -1.359, 1.281], [0.649, 0.719, 0.852], [0.317, 1.178, 3.496], [-1.242, 0.836, 2.778], [-0.592, -0.320, 3.884], [1.221, -0.844, 2.111], [-1.525, -0.863, 0.877], [-0.958, -2.102, 2.005], [-0.168, -1.894, 0.454], [1.220, 1.428, 1.322], [1.149, 0.340, 0.044], [-0.204, 1.142, 0.475], [0.109, -0.707, -2.326], [0.114, -1.179, -3.649], [0.604, 0.712, -2.330], [-0.215, 1.759, -2.185], [0.776, -1.324, -1.703], [-0.879, -0.754, -1.839], [-0.315, -2.032, -3.672], [1.642, 0.849, -2.607], [0.203, 2.753, -2.275], [-1.268, 1.613, -1.978]],
  "total_charge": 1,
  "relative_energy_kcal_mol": 36.1,
  "homo_energy_ev": -13.7820,
  "total_energy_ha": -367.92487,
  "homo_lumo_gap_ev": 10.532
}